This record from the OMol25 dataset describes 2 unconnected molecules or ions with the total composition C2H3ClFN. The level of theory is ωB97M-V/def2-TZVPD.

The geometry in XYZ format:
```
8
Properties=species:S:1:pos:R:3:forces:R:3:nbo_charge:R:1
C -0.415003 0.259032 -0.623376 1.8 0.0 0.7 0.067
C 1.612935 0.099898 0.615525 -0.3 -0.8 -3.8 0.265
N 0.527386 0.645312 0.155421 -2.0 0.0 -0.7 -0.395
F 1.370753 -1.986041 0.061556 0.1 1.7 0.2 -0.759
Cl 3.032151 0.531827 -0.202864 0.1 -0.1 0.6 0.122
H -1.267643 0.896170 -0.798277 -0.1 0.2 0.1 0.193
H -0.293357 -0.700676 -1.143996 -0.1 0.1 0.4 0.238
H 1.573052 -0.508008 1.435902 0.4 -1.1 2.4 0.270
```
Positions in Å, forces in eV/Å.

Computed properties:
Energy relative to the best compared isomer or geometry (same formula, charge and spin) in eV: 2.176
M in g mol⁻¹: 95.50
F_max in eV/Å: 3.9
Multiplicity: 1
Kohn-Sham gap in eV: 9.526